Record 1
{"formula": "C14H17N3O3", "method": "ωB97M-V/def2-TZVPD", "elements": ["C", "C", "C", "C", "C", "C", "C", "C", "C", "C", "C", "C", "C", "C", "H", "H", "H", "H", "H", "H", "H", "H", "H", "H", "H", "H", "H", "H", "H", "H", "H", "N", "N", "N", "O", "O", "O"], "coordinates": [[-0.50663, 2.57961, -0.09821], [-1.48856, 1.74758, 0.85534], [-0.71763, 2.14070, -1.57080], [-2.40894, -0.35811, -0.38332], [-3.40218, -1.39586, 0.13859], [-1.10614, -1.24223, -0.81892], [-0.02297, -1.18673, 0.12395], [-0.11426, -1.34099, 1.50217], [1.42776, -1.04923, -0.10031], [2.06475, -1.10415, 1.19882], [2.10207, -0.84680, -1.26845], [3.41278, -0.89063, 1.28983], [3.45831, -0.54729, -1.15312], [4.08932, -0.70176, 0.08074], [0.90395, 1.20130, 0.09254], [0.87946, 2.16914, 1.29518], [-0.62248, 3.67515, 0.11173], [0.28280, 2.21919, -1.94404], [-1.36703, 2.68298, -2.27764], [-0.89935, 1.07423, -1.76048], [-2.99610, 0.87782, 1.31793], [-2.94443, 0.28473, -1.13637], [-0.65465, -0.88006, -1.80040], [-1.56702, -2.27021, -0.93829], [-0.97850, -1.69911, 2.08224], [1.19064, -1.23973, 3.18395], [1.56562, -0.56623, -2.20594], [3.98160, -1.00940, 2.25604], [4.02371, -0.23452, -2.05561], [5.18109, -0.46832, 0.11277], [-3.39483, -1.87105, -1.63413], [0.83168, 2.22173, 0.29474], [-2.21200, 0.65470, 0.64637], [1.10130, -1.20835, 2.15559], [-1.39897, 2.20755, 2.03191], [-4.02987, -1.24267, 1.17749], [-3.66428, -2.38301, -0.80189]], "atomic_forces_ev_per_a": [[-2.3, -1.5, -0.3], [3.7, 4.0, 2.2], [0.7, 0.2, -0.5], [0.6, 1.0, 0.0], [-2.4, 1.1, 1.3], [-1.7, 0.6, -2.1], [2.4, -0.6, 3.6], [-0.8, -0.4, -0.1], [-2.1, -0.6, 1.5], [-0.3, 0.8, -1.4], [0.8, 1.9, -1.1], [1.7, -0.8, 0.4], [0.1, -0.6, -0.8], [1.5, 1.2, 0.4], [0.4, 0.9, -0.3], [-0.1, 0.7, 0.8], [-0.4, -1.1, -0.4], [0.7, 0.4, -0.8], [0.0, 0.2, 0.8], [-0.3, 0.3, 0.7], [0.8, -1.9, -0.7], [0.6, -1.6, -0.6], [-1.1, -0.6, 0.9], [1.2, 1.1, -0.2], [0.4, 0.7, -0.3], [0.2, 0.0, -1.3], [0.4, -0.7, 0.7], [-0.7, 0.4, -1.2], [-0.3, -0.4, 0.8], [-1.0, -0.4, 0.1], [-0.6, -1.7, 1.1], [0.7, -1.8, -0.6], [-2.2, -0.3, 1.4], [-1.2, -0.7, 0.2], [-1.2, -1.0, -1.9], [1.5, -1.2, -2.0], [0.4, 2.3, -0.4]], "orbital_gap_ev": 8.4060, "smiles": "C[C@H](N)C(=O)N[C@@H](Cc1c[nH]c2ccccc12)C(=O)O", "de_lowest_kcal_mol": 93.90}



Record 2
{"formula": "C15H32NO18S3", "method": "ωB97M-V/def2-TZVPD", "elements": ["N", "O", "O", "O", "O", "S", "O", "O", "C", "C", "C", "H", "H", "H", "H", "H", "H", "H", "H", "O", "S", "O", "O", "C", "C", "C", "H", "H", "H", "H", "H", "H", "H", "H", "O", "S", "O", "O", "C", "C", "C", "H", "H", "H", "H", "H", "H", "H", "H", "C", "C", "O", "C", "O", "O", "H", "H", "H", "H", "C", "C", "O", "C", "O", "O", "H", "H", "H", "H"], "coordinates": [[4.86100, 22.66600, 38.18900], [4.49400, 21.75300, 38.98000], [4.15600, 23.76300, 38.06500], [5.86700, 22.52200, 37.49400], [5.32000, 20.24800, 34.54500], [4.14300, 20.91100, 34.10600], [4.23200, 22.23600, 33.49400], [3.38000, 19.85400, 33.02200], [4.21300, 18.80200, 32.50200], [3.50000, 18.01700, 31.36400], [3.00500, 20.88500, 35.44300], [4.46600, 18.00500, 33.33300], [5.01700, 19.25300, 32.15300], [4.11300, 17.22100, 30.79700], [3.43700, 18.61000, 30.53600], [2.59900, 17.56600, 31.48800], [1.98100, 21.11000, 35.27900], [3.23500, 21.56900, 36.31900], [2.88800, 19.91300, 35.77400], [11.07200, 20.31400, 35.40400], [9.88100, 21.09200, 35.16600], [9.98000, 22.48200, 35.36300], [9.33800, 20.86900, 33.62100], [8.40900, 21.68600, 33.07300], [7.93800, 21.26300, 31.73700], [8.59600, 20.68700, 36.31900], [8.74400, 22.83300, 33.03300], [7.61800, 21.67700, 33.87500], [7.76400, 20.08800, 31.59600], [8.69200, 21.59700, 30.93400], [7.09300, 21.83400, 31.36700], [8.51200, 19.83200, 36.27300], [7.48300, 21.21900, 36.01600], [9.12300, 20.73100, 37.22600], [-0.84500, 23.45000, 36.99600], [-0.50400, 23.07600, 38.38300], [-1.53700, 22.66300, 39.33000], [0.46000, 21.66900, 38.19400], [-0.20800, 20.49600, 37.90300], [0.76700, 19.21900, 37.80500], [0.53600, 24.23500, 39.15100], [-0.89100, 20.56400, 37.03100], [-0.79000, 20.14500, 38.78700], [0.21900, 18.40900, 37.42000], [1.47500, 18.96600, 38.53700], [1.42700, 19.34400, 36.89200], [0.64600, 23.82900, 40.21100], [0.19700, 25.27000, 39.11300], [1.55100, 24.15500, 38.66500], [5.87800, 25.84800, 35.38400], [6.10400, 24.35900, 34.80200], [6.92600, 24.51100, 33.75300], [7.24000, 25.78800, 33.48400], [7.79900, 26.21200, 32.46000], [6.74600, 26.56500, 34.45000], [6.24900, 26.05200, 36.35900], [4.82000, 25.99200, 35.19900], [5.37600, 23.80900, 34.68300], [6.47700, 23.98000, 35.53100], [8.75700, 23.97700, 38.68400], [8.09400, 22.89600, 39.69600], [8.76100, 23.25400, 40.88200], [9.49900, 24.31800, 40.80000], [10.15100, 24.82900, 41.73400], [9.47100, 24.76900, 39.56000], [8.11200, 24.74900, 38.36000], [9.36900, 23.57900, 37.80200], [8.40200, 21.98300, 39.53500], [7.04700, 23.09700, 39.77600]], "atomic_forces_ev_per_a": [[-2.2, 0.8, 0.6], [0.3, 1.2, -0.8], [1.2, -2.0, 0.3], [0.7, 0.0, -0.4], [0.8, -0.2, 0.1], [-1.2, 1.0, -1.7], [-0.4, -2.2, 0.8], [0.1, 1.1, 1.2], [-3.5, -4.6, 2.5], [3.9, -0.5, -0.3], [-0.2, 2.0, 1.2], [-0.3, 1.9, -1.3], [4.1, 1.5, -1.6], [-0.1, 0.7, 1.8], [-0.8, 2.4, -2.1], [-2.7, -1.0, 1.2], [-0.9, 0.8, -1.3], [0.6, -0.8, -1.2], [0.7, -2.1, 0.7], [-1.4, -0.3, -0.9], [0.0, 0.2, -0.4], [0.5, 2.4, -0.3], [3.8, -2.9, 1.9], [-2.5, 4.6, 1.9], [1.1, -2.0, -2.9], [-1.5, 13.7, -2.2], [-0.4, -2.5, 0.0], [-0.3, 0.4, -1.3], [0.3, 2.6, 0.5], [-0.6, -0.9, 1.2], [-0.6, -0.1, 0.6], [-2.4, -15.6, -1.3], [3.5, -1.1, 1.5], [0.2, 1.5, 1.6], [0.5, -0.2, 2.7], [-1.9, -2.8, -2.3], [0.9, 0.9, -1.2], [0.6, 3.1, 0.5], [-0.5, -3.4, 1.5], [0.5, 3.0, -3.9], [2.5, -1.2, 1.1], [0.6, 0.0, 0.3], [-0.3, 0.9, -0.5], [-1.2, -1.3, 0.3], [0.2, 0.0, 1.7], [-0.5, 0.3, 0.9], [-0.2, 0.8, -1.3], [-0.5, -0.4, -0.2], [-0.9, 0.1, 0.4], [0.1, -1.9, -3.2], [1.6, 10.2, -1.6], [2.1, 0.0, -3.3], [0.3, 1.1, -2.4], [-1.2, -1.5, 3.2], [-0.6, 0.9, 0.4], [-0.1, -0.2, 0.8], [0.0, 1.2, 0.3], [-8.0, -4.6, -2.4], [5.8, -5.2, 8.4], [-0.6, -1.7, -0.6], [0.2, 6.1, -1.1], [-0.7, -1.2, 2.2], [2.6, 2.0, 2.5], [-2.0, -1.5, -2.7], [2.7, 1.5, 0.7], [-1.7, -0.3, -1.3], [-0.7, 0.4, 1.5], [0.8, -4.9, -1.4], [-0.6, -0.5, 0.1]], "orbital_gap_ev": 8.4636, "charge": -1, "de_lowest_kcal_mol": 31.26}